Density functional theory data (wB97M-V/def2-TZVPD) for a single C21H34N2OS molecule.

The geometry in XYZ format:
```
59
Properties=species:S:1:pos:R:3:forces:R:3
S -2.913 0.740 -0.547 0.06 0.08 -0.07
O 1.968 1.298 -2.292 0.22 0.10 -0.27
N 0.513 0.508 -0.760 -0.14 -0.08 -0.21
N 2.233 -0.102 1.869 -0.03 -0.21 0.02
C 3.136 0.262 0.795 0.00 0.22 0.06
C -6.751 2.554 -2.160 -0.07 0.06 -0.04
C 3.634 -0.003 3.903 -0.20 -0.19 0.12
C -4.347 2.559 -2.092 0.00 -0.01 -0.01
C -0.879 -1.288 -1.816 0.23 0.09 -0.43
C -5.591 0.948 -0.809 0.09 0.03 0.00
C -5.538 3.085 -2.563 -0.06 0.06 -0.07
C 2.630 1.465 -0.006 0.22 -0.07 -0.15
C -4.373 1.479 -1.222 0.31 -0.10 0.07
C -0.675 -3.571 -2.815 0.08 0.28 -0.14
C 1.406 -2.269 -2.320 -0.16 0.09 -0.20
C -0.054 -2.177 -2.754 -0.02 -0.16 0.30
C 1.014 -0.701 1.369 -0.22 0.18 0.04
C 2.647 0.936 4.590 0.25 -0.01 -0.20
C 2.892 -0.893 2.897 0.24 0.22 0.06
C 1.680 1.092 -1.124 0.23 0.25 0.11
C -1.633 1.150 -1.797 -0.30 0.08 0.25
C 4.366 -0.867 4.925 0.00 0.18 -0.27
C 0.146 0.321 0.625 0.13 -0.27 0.33
C -6.773 1.487 -1.275 -0.06 0.02 0.03
C -0.442 0.183 -1.809 -0.22 -0.05 -0.26
H 1.215 -1.559 0.704 -0.08 0.01 0.04
H -5.512 3.922 -3.244 -0.02 0.07 -0.06
H 4.900 -0.242 5.637 0.07 0.01 0.11
H 5.086 -1.521 4.436 0.10 -0.11 0.00
H 3.660 -1.486 5.475 -0.08 -0.09 0.10
H -0.837 -1.696 -0.805 -0.10 -0.10 0.09
H -0.117 -4.207 -3.498 0.04 -0.13 -0.06
H -2.135 1.105 -2.763 0.03 0.03 -0.05
H 3.592 -1.624 2.458 -0.05 -0.05 0.03
H -1.279 2.164 -1.609 0.02 -0.02 -0.17
H 2.095 1.498 3.842 -0.10 0.10 0.00
H 0.099 0.397 -2.741 -0.19 -0.06 0.23
H -1.922 -1.334 -2.136 -0.04 -0.03 0.08
H 3.318 -0.586 0.109 0.05 0.02 0.07
H 4.372 0.602 3.368 0.01 -0.02 -0.03
H -3.413 3.001 -2.401 0.08 0.02 -0.01
H 0.194 1.271 1.166 -0.13 -0.09 0.03
H 4.092 0.535 1.245 -0.02 -0.04 -0.07
H -0.888 -0.020 0.647 0.13 0.03 0.05
H -0.086 -1.739 -3.759 -0.03 0.03 0.02
H 3.477 1.961 -0.482 -0.15 -0.02 -0.03
H 1.478 -2.680 -1.314 0.02 -0.06 0.14
H 1.939 0.368 5.189 -0.12 -0.08 0.12
H -1.706 -3.521 -3.158 -0.13 -0.05 -0.02
H 3.170 1.632 5.241 0.01 0.08 0.12
H 2.131 -1.455 3.443 0.00 -0.04 0.01
H -5.595 0.114 -0.123 -0.05 -0.12 0.05
H 1.880 -1.292 -2.337 0.14 0.11 0.03
H 0.440 -1.059 2.227 0.03 -0.02 -0.02
H -7.675 2.971 -2.531 -0.08 0.03 -0.03
H -7.715 1.069 -0.952 -0.08 -0.04 0.02
H -0.664 -4.034 -1.830 0.00 -0.09 0.14
H 2.155 2.172 0.677 0.03 0.03 0.05
H 1.957 -2.922 -2.993 0.11 -0.07 -0.05
```
Positions in Å, forces in eV/Å.

HOMO level = -0.30243 Ha
Electronic energy = -38192.52983 eV
Energy above the lowest of the compared OMol25 structures with the same formula, charge and spin = 0.00 kcal per mole
Largest force on an atom = 0.50 eV/A
SMILES string = CC(C)C[C@@H](CSc1ccccc1)N1CCN(CC(C)C)CCC1=O
E_LUMO = 0.8 eV

natural (NBO) atomic charge list, values in e, 4 entries:
1 S 0.21
2 O -0.64
3 N -0.46
4 N -0.46


Density functional theory data (wB97M-V/def2-TZVPD) for a 2-piece molecular cluster, C21H34N5O5 overall.

The geometry in XYZ format:
```
65
Properties=species:S:1:pos:R:3:forces:R:3
O 0.379 1.914 -2.524 -0.17 -0.03 0.07
O 4.195 0.431 1.440 -0.17 -0.84 -0.32
O -2.762 -4.810 1.219 0.35 0.80 0.59
O -3.422 0.123 0.289 0.89 0.17 1.18
O -1.072 1.336 -4.007 0.12 0.08 0.23
N -0.517 2.169 -3.320 0.00 -0.10 -0.12
N 1.870 1.908 1.438 -0.16 -0.46 -0.26
N 0.702 0.165 0.855 -0.46 -0.46 0.12
N 0.610 2.145 1.678 0.53 0.68 0.17
N -0.084 1.122 1.333 -0.78 0.71 0.86
C -1.526 1.155 1.544 -1.22 -1.01 -2.54
C -0.949 3.565 -3.444 -0.07 0.34 -0.01
C -1.791 6.180 -3.648 -0.01 0.00 0.00
C -2.166 -3.623 0.760 -0.04 0.93 -1.02
C -3.219 -4.595 2.565 0.08 -0.21 -0.11
C -1.648 -3.725 -0.693 0.89 0.33 0.26
C 0.240 -1.156 0.376 0.58 -0.38 -0.36
C -0.320 4.541 -2.687 0.18 0.03 0.21
C 5.010 -0.622 1.965 0.90 -0.18 0.93
C -2.408 5.193 -4.407 0.08 0.07 0.10
C -0.077 -3.799 -0.776 -0.65 -0.71 -0.93
C 4.672 -1.010 3.429 -0.36 0.51 0.19
C -0.745 5.855 -2.793 -0.11 -0.01 -0.08
C 0.540 -2.717 -1.697 -0.37 -0.49 0.57
C 0.571 -1.267 -1.116 -0.08 -0.37 -0.81
C 3.221 -0.013 0.537 -0.18 0.16 0.01
C -3.556 1.598 -0.040 0.77 -3.29 0.64
C -2.232 0.832 0.165 -1.51 1.55 -0.27
C 3.858 0.063 4.191 0.25 -0.64 0.47
C -1.986 3.877 -4.308 -0.19 -0.13 -0.18
C 1.925 0.670 0.923 1.13 0.21 -0.17
H 0.492 4.292 -2.018 -0.02 -0.13 -0.08
H -2.736 -3.724 3.034 0.02 -0.20 -0.21
H -1.928 -2.836 -1.284 -0.28 -0.18 0.38
H 0.141 -4.764 -1.257 0.24 0.25 0.26
H -0.265 6.626 -2.206 0.02 -0.04 -0.01
H 6.040 -0.240 1.964 -0.32 0.04 -0.19
H 1.535 -3.078 -1.991 -0.11 0.44 0.13
H 3.631 -0.349 5.185 0.01 0.15 -0.25
H -0.115 -0.654 -1.716 0.16 0.04 0.35
H -1.310 -3.313 1.396 -0.26 -0.40 0.09
H 4.147 -1.973 3.507 0.08 0.22 -0.23
H -2.092 -4.577 -1.220 0.03 0.12 0.33
H 1.570 -0.854 -1.311 -0.29 0.02 0.19
H -4.299 -4.400 2.564 0.20 -0.28 0.09
H 2.897 0.291 3.717 0.31 0.16 -0.01
H -2.126 7.207 -3.724 0.02 -0.03 -0.01
H -2.934 -5.475 3.152 -0.42 0.11 -0.09
H -2.871 -2.764 0.804 -0.08 -0.45 0.13
H -0.069 -2.703 -2.610 0.27 0.02 0.13
H -4.183 1.358 -0.894 0.40 1.94 -0.57
H -3.220 5.450 -5.073 0.03 -0.04 0.00
H 4.453 0.966 4.371 -0.33 -0.03 -0.33
H 5.011 -1.528 1.343 -0.16 0.38 -0.15
H -1.829 2.181 1.744 0.63 -0.16 0.66
H 3.510 0.254 -0.494 -0.29 0.07 0.21
H -2.469 3.113 -4.901 0.11 -0.08 0.07
H -1.895 0.416 2.261 0.39 0.27 0.16
H 5.618 -1.127 3.974 -0.18 -0.16 -0.23
H 0.390 -3.853 0.217 -0.12 0.10 -0.18
H 3.075 -1.106 0.544 0.03 0.22 0.15
H -3.861 2.178 0.830 -0.35 0.07 -0.43
H 0.793 -1.914 0.943 -0.08 0.31 0.02
H -1.596 0.680 -0.713 -0.10 -0.24 0.28
H -0.819 -1.286 0.618 0.19 0.23 -0.10
```
Positions in Å, forces in eV/Å.

HOMO level = -0.44449 Ha
Electronic energy = -40002.09201 eV
Net charge = +1
Largest force on an atom = 3.44 eV/A
E_LUMO = -3.3 eV

natural (NBO) atomic charge list, values in e, 4 entries:
1 O -0.43
2 O -0.51
3 O -0.53
4 O -0.49


Density functional theory data (wB97M-V/def2-TZVPD) for a 6-piece molecular cluster, C21H34O11 overall.

The geometry in XYZ format:
```
66
Properties=species:S:1:pos:R:3:forces:R:3
O -5.465 -1.059 6.774 0.53 0.88 1.54
O -2.942 5.947 -1.273 -0.34 1.19 -1.81
O -0.004 -4.324 -6.808 -0.16 1.54 -1.91
O -0.887 -1.287 0.988 -1.03 -0.37 0.69
O 2.486 6.006 -2.043 0.57 -0.08 5.13
O -7.255 -0.290 5.703 1.48 -0.74 0.24
O 3.579 -5.002 1.941 0.91 -1.38 0.44
O 2.186 6.789 0.136 -1.02 0.47 -2.63
O -3.631 7.903 -2.180 0.89 -0.32 2.79
O 4.214 -7.119 1.749 0.55 -1.64 -0.63
O -0.242 -6.026 -5.349 1.77 2.89 -1.35
C -6.265 -1.007 5.741 -3.07 1.73 -1.05
C 2.567 6.549 1.470 1.19 -0.73 -0.64
C 2.099 -3.575 -6.296 2.47 1.43 1.21
C 3.833 5.681 1.227 -0.18 -0.36 0.85
C 1.579 -4.311 -5.106 -0.68 -1.03 -0.21
C -4.842 -2.890 5.457 -0.74 0.85 -0.04
C 0.370 -5.017 -5.755 -0.93 -2.96 2.74
C -4.043 8.448 -3.374 -0.63 0.67 -0.81
C -3.455 6.171 -3.695 -0.12 0.30 -0.30
C -5.886 -1.981 4.708 0.90 -1.92 -0.72
C -3.258 6.595 -2.254 -0.45 -0.76 1.33
C -4.391 -1.947 6.600 0.77 -0.99 -0.64
C -3.455 7.516 -4.383 0.82 0.85 -1.45
C 4.999 -8.096 2.474 -0.74 0.87 2.43
C 4.204 -5.959 2.373 -0.94 3.67 0.55
C 4.968 -7.487 3.913 1.77 -0.37 0.53
C 5.017 -5.985 3.694 -0.46 -0.58 -0.71
C -0.941 -0.078 0.255 1.01 -0.04 0.36
C 3.483 4.878 -0.040 0.49 1.08 0.44
C 0.898 -3.148 -7.033 -0.34 -0.80 0.08
C 2.681 5.916 -0.795 -0.82 0.25 -3.41
H -6.768 -2.495 4.324 -0.14 -0.24 0.57
H 2.741 7.543 1.883 0.12 -0.30 0.35
H -3.671 9.462 -3.521 0.24 0.01 0.34
H 2.674 -2.718 -5.944 -0.06 0.39 -0.06
H 1.745 6.039 1.973 0.14 -0.06 0.21
H -4.221 -2.453 7.550 -0.11 -0.07 -0.10
H -3.463 -1.437 6.345 -0.12 0.41 -0.04
H 2.857 4.018 0.200 0.11 -0.11 -0.23
H -5.519 -1.587 3.761 0.49 0.64 0.38
H 4.662 -5.379 4.527 -0.77 -0.10 -0.39
H 4.688 6.324 1.019 -0.07 0.12 -0.01
H -1.810 0.546 0.465 -0.50 -0.80 -0.01
H -3.926 7.674 -5.353 -0.19 -0.71 -0.03
H 0.447 -2.248 -6.616 -0.28 -0.23 0.10
H 4.117 5.032 2.056 -0.14 0.09 0.10
H -5.359 -3.707 5.962 0.10 -0.33 -0.51
H 4.405 4.631 -0.567 -0.40 -0.38 -0.19
H 6.029 -8.174 2.128 -0.23 0.09 -0.41
H -4.041 -3.209 4.791 -0.07 -0.21 0.34
H -0.857 -0.344 -0.798 0.02 0.72 -0.17
H -4.476 5.812 -3.829 0.07 -0.71 0.36
H -2.697 5.450 -4.000 -0.28 0.06 -0.08
H 2.295 -4.953 -4.592 -0.31 -0.16 -0.17
H 2.865 -4.092 -6.875 -0.53 -0.60 -0.23
H 5.853 -7.808 4.463 0.01 -0.23 0.08
H 4.118 -7.777 4.530 -0.24 -0.07 -0.45
H 4.509 -9.065 2.566 -0.07 0.12 -0.89
H 1.158 -3.621 -4.374 -0.01 0.09 0.09
H 6.018 -5.574 3.559 0.20 -0.37 -0.54
H -0.141 0.547 0.651 0.46 0.26 -0.71
H -2.437 7.880 -4.526 0.27 -0.23 -0.04
H -0.059 -1.745 0.830 0.03 0.22 -0.15
H 1.194 -2.936 -8.060 -0.94 -0.58 -0.30
H -5.128 8.552 -3.347 -0.25 -0.37 -0.28
```
Positions in Å, forces in eV/Å.

HOMO level = -0.36330 Ha
Electronic energy = -44849.04602 eV
Energy above the lowest of the compared OMol25 structures with the same formula, charge and spin = 50.62 kcal per mole
Largest force on an atom = 5.17 eV/A
SMILES string = O=C1CCCO1.O=C1CCCO1.O=C1CCCO1.O=C1CCCO1.O=C1CCCO1.CO
E_LUMO = 0.5 eV

natural (NBO) atomic charge list, values in e, 4 entries:
1 O -0.47
2 O -0.56
3 O -0.48
4 O -0.74


Density functional theory data (wB97M-V/def2-TZVPD) for C21H35AlCl5FN5NaO5S2 as an isolated structure.

The geometry in XYZ format:
```
76
Properties=species:S:1:pos:R:3:forces:R:3
Cl 2.267 7.482 4.358 -0.18 0.10 0.14
Cl -0.519 8.226 4.054 0.23 -0.26 0.20
Cl 0.180 5.735 5.369 0.07 0.09 -0.04
Cl -1.887 -4.311 -0.864 -1.68 0.57 3.46
Cl 0.713 8.269 6.677 0.01 -0.25 -0.36
S 1.594 0.107 -2.300 -0.25 0.03 1.68
S -3.604 -6.491 2.250 0.12 -0.79 -0.30
Al -0.062 -2.963 0.946 -2.14 0.24 -1.83
Na 3.085 -3.442 1.945 0.36 -0.22 -0.11
F -1.596 -0.983 -0.729 1.08 -0.83 0.97
O -4.318 -9.673 -0.604 -0.19 -0.40 -0.04
O -2.116 -6.638 2.186 -0.31 0.27 0.07
O 0.280 -0.747 -7.332 0.31 0.05 0.17
O 1.574 -0.148 0.650 3.63 -2.01 -0.48
O 0.971 11.266 3.834 0.12 -0.12 -0.18
N 2.839 4.280 -2.360 -3.38 -2.12 -0.29
N 3.321 4.420 -1.138 0.05 -0.34 3.44
N 2.296 3.083 3.289 -0.90 0.85 -0.82
N 3.347 -1.139 -0.542 -3.37 1.91 -0.10
N 3.638 -1.407 0.768 -6.14 3.40 1.59
C -1.577 -4.171 -4.966 0.12 -0.14 0.15
C 2.781 4.410 2.804 0.87 0.86 0.76
C 0.660 7.429 5.115 -0.15 0.40 0.08
C 1.528 3.177 0.162 2.27 1.89 -4.71
C 0.227 -2.965 -3.216 -0.23 0.46 -0.19
C -4.278 -7.152 0.715 -0.13 0.63 -0.12
C 0.087 -2.480 -4.508 0.17 -0.07 0.45
C -0.818 -3.081 -5.386 -0.16 -0.14 -0.05
C 3.679 4.340 1.476 -0.12 0.00 -0.40
C 2.534 -0.796 1.486 2.60 -1.36 -1.37
C 2.863 4.010 0.146 -2.78 -1.90 -0.89
C -0.375 2.089 -1.434 0.83 -0.36 1.70
C 0.018 11.784 4.752 -0.02 0.13 -0.24
C 1.652 3.557 -2.506 1.32 0.41 3.23
C 0.966 2.960 -1.256 0.60 0.74 1.02
C 2.133 -0.385 -0.626 2.50 -1.81 0.26
C -0.155 0.721 -2.263 -1.25 1.32 -0.49
C -3.471 -10.181 -1.482 1.82 1.10 -0.68
C -0.540 -4.052 -2.792 1.07 0.10 -1.18
C -1.442 -4.656 -3.672 -0.21 -0.12 -0.47
C -4.230 -7.802 3.321 0.07 -0.03 0.24
H -5.367 -7.171 0.772 0.07 0.03 0.07
H 1.051 2.774 1.107 0.82 0.60 -1.49
H -0.928 -2.700 -6.394 0.00 0.06 0.14
H -0.660 1.759 -0.363 0.36 0.53 -1.67
H -2.034 -5.503 -3.345 0.03 0.12 0.01
H 3.471 4.832 3.629 -0.97 -0.42 -1.53
H 0.611 0.112 -7.045 -0.11 -0.05 -0.16
H -0.992 11.537 4.415 -0.10 0.09 0.20
H 4.209 5.342 1.358 -0.69 -1.23 -0.01
H 1.072 -1.221 -7.614 -0.13 0.04 -0.09
H 0.681 -1.634 -4.838 -0.03 -0.13 -0.06
H -5.321 -7.800 3.299 0.07 0.09 -0.06
H -2.275 -4.641 -5.650 0.08 0.05 0.07
H 1.931 5.184 2.706 1.31 -1.34 -0.05
H -3.892 -8.162 0.540 0.16 -0.29 0.00
H -0.441 0.954 -3.351 1.05 -0.57 1.26
H 0.192 11.334 5.730 0.06 0.00 -0.14
H 2.478 -0.830 2.626 -0.36 0.63 -1.93
H -2.446 -10.396 -1.126 -0.20 -0.43 0.77
H -3.263 -9.579 -2.387 -0.80 0.24 -0.17
H -0.432 -4.431 -1.770 1.62 -0.64 -1.38
H 4.494 3.546 1.639 -1.26 1.03 -0.44
H -3.890 -7.608 4.339 0.00 0.07 -0.11
H 0.131 12.868 4.828 -0.16 -0.01 0.17
H 4.223 4.940 -1.099 -0.96 -0.44 -0.32
H 1.263 3.174 3.324 1.06 -0.48 0.53
H -1.265 2.711 -1.801 1.48 -0.86 0.18
H -3.848 -8.768 2.990 0.04 0.12 -0.09
H 1.224 3.428 -3.564 0.87 0.30 1.91
H -3.745 -11.156 -1.936 -0.63 -0.33 0.27
H 0.796 11.679 2.979 0.13 -0.10 0.19
H -3.972 -6.500 -0.106 0.06 -0.01 0.08
H -0.908 -0.085 -1.893 1.04 0.70 0.21
H 0.932 -2.500 -2.535 -0.09 -0.06 -0.09
H 2.674 2.833 4.209 -0.44 0.40 -0.53
```
Positions in Å, forces in eV/Å.

HOMO level = -0.41372 Ha
Electronic energy = -138015.86373 eV
Net charge = +2
Largest force on an atom = 7.20 eV/A
E_LUMO = -9.0 eV

Mulliken atomic charge list, values in e, 4 entries:
1 Cl -0.11
2 Cl -0.07
3 Cl -0.12
4 Cl -0.35


In the order shown, the computed gap between HOMO and LUMO values come out to 9.0; 8.7; 10.4; 2.2 eV.